Here is one molecule with the formula C26H28N4O3S from OMol25. Energies are from ωB97M-V/def2-TZVPD.

CARTESIAN COORDINATES (ANGSTROEM)
S: -2.0477 -5.6703 3.0641
O: -0.9330 2.6098 -0.8167
O: -1.5356 -3.7760 -0.3622
O: -0.4586 -1.2432 2.4901
N: 0.9047 2.2173 0.4341
N: -4.5838 1.3769 0.2047
N: -0.0694 -0.4534 0.4156
N: -0.2496 -3.8039 1.4983
C: 1.7157 3.2913 -0.1034
C: -4.1391 -6.4124 1.7852
C: 4.2346 4.7823 -0.3367
C: 2.0111 -0.5083 -3.2234
C: 2.9014 2.7311 -0.8915
C: -2.3757 0.4626 0.2951
C: 1.9762 -0.7919 -0.8424
C: 0.6113 -2.7621 0.9889
C: 2.2071 4.2032 1.0208
C: 0.0043 -1.4092 1.3774
C: -3.4399 -5.5597 0.9116
C: 2.6662 -0.8056 -2.0402
C: -3.5068 -6.5650 2.9795
C: -4.1910 -0.8503 -0.5351
C: 0.6144 -0.5006 -0.8207
C: -2.2807 -5.0715 1.4519
C: -0.0390 -0.1908 -2.0085
C: -1.3521 -4.1565 0.7817
C: 0.6624 -0.1964 -3.2005
C: -0.9352 0.6935 0.6819
C: 3.0516 5.3385 0.4497
C: 3.7458 3.8691 -1.4569
C: -3.3029 1.4845 0.4955
C: -5.0184 0.2353 -0.3031
C: -2.8433 -0.7342 -0.2316
C: -0.3418 1.9448 0.0017
H: -6.0768 0.1958 -0.5254
H: 4.8200 5.6026 -0.7556
H: 1.6028 -2.8788 1.4318
H: 4.5968 3.4582 -2.0032
H: -1.0875 0.0576 -2.0038
H: 4.8846 4.2173 0.3356
H: 3.4084 5.9756 1.2611
H: -3.8098 -7.1525 3.8237
H: -0.9065 0.8552 1.7703
H: 3.7211 -1.0354 -2.0457
H: -0.2662 -3.9211 2.5006
H: 2.5522 -0.5124 -4.1573
H: 1.3412 1.6101 1.1105
H: -4.5793 -1.7704 -0.9431
H: -3.7602 -5.3032 -0.0817
H: 3.1433 4.4475 -2.1598
H: 2.8085 3.6176 1.7215
H: -2.1861 -1.5747 -0.4036
H: -2.9952 2.4350 0.9099
H: 2.5332 2.0948 -1.6986
H: 1.3509 4.6070 1.5641
H: -5.0695 -6.8914 1.5394
H: 3.5143 2.1142 -0.2286
H: 0.6624 -2.8764 -0.0949
H: 2.4943 -0.9968 0.0830
H: 1.0595 3.8512 -0.7771
H: 0.1470 0.0445 -4.1174
H: 2.4330 5.9498 -0.2102

Output
LUMO energy, eV: 0.3399
Energy relative to the best compared isomer or geometry (same formula, charge and spin), kJ/mol: 0.0
Multiplicity: 1
HOMO-LUMO gap, Ha: 0.3431
Charge: 0

***

Here is a 2-piece molecular cluster, C9H24BBrO3PS overall from OMol25. Energies are from ωB97M-V/def2-TZVPD.

CARTESIAN COORDINATES (ANGSTROEM)
Br: -2.4684 4.4466 1.7594
S: 1.3569 -2.9744 -2.9196
P: -1.3093 -0.3845 0.7844
O: -0.0887 1.6660 -0.8128
O: 1.5283 0.2587 0.2415
O: 2.4923 -3.7845 -2.4008
C: 1.8479 -1.2420 -2.8203
C: 1.3905 -3.0853 -4.7177
C: 2.6457 2.4843 0.6788
C: -2.4441 0.7601 1.7369
C: 0.4698 -1.8471 2.5241
C: -3.7560 2.9694 1.6197
C: -0.8885 -1.9147 1.7473
C: -3.1417 1.7928 0.7967
C: 2.1538 1.1132 1.2306
B: 0.1922 0.5682 0.0384
H: 2.2327 2.7463 -0.3014
H: -3.9433 1.3220 0.2058
H: -2.4094 2.2260 0.0989
H: 0.7790 -0.8090 2.7009
H: -0.3035 1.2866 -1.6729
H: -2.0935 -0.8160 -0.3283
H: 2.3447 3.2706 1.3906
H: -3.2477 0.1324 2.1642
H: 1.1494 -4.1085 -4.9989
H: 1.2199 -2.4253 1.9674
H: -3.9603 2.6001 2.6383
H: -0.8861 -2.7598 1.0413
H: -1.6994 -2.0632 2.4809
H: 1.0881 -0.6199 -3.2991
H: 1.9283 -0.9734 -1.7683
H: 3.0184 0.5600 1.6304
H: -1.9222 1.2490 2.5745
H: 3.7440 2.4661 0.6795
H: 2.3849 -2.8297 -5.0837
H: -4.7263 3.2850 1.2168
H: 0.3818 -2.3188 3.5154
H: 2.8130 -1.0943 -3.3051
H: 1.4804 1.2542 2.1034
H: 0.6464 -2.4072 -5.1373

Output
LUMO energy, eV: -4.2797
Multiplicity: 1
HOMO-LUMO gap, Ha: 0.2609
Charge: +1

***

Here is C5H8O2 as an isolated structure from OMol25. Energies are from ωB97M-V/def2-TZVPD.

CARTESIAN COORDINATES (ANGSTROEM)
O: -1.7921 0.3146 0.4599
O: -0.7914 -2.0134 -0.0691
C: -0.0595 -0.9486 -0.4149
C: 1.6214 1.5237 0.7542
C: 0.2856 1.5640 0.2460
C: 1.0682 -0.9798 -1.1777
C: -0.5121 0.3353 0.0252
H: 1.9254 2.5099 1.0137
H: 0.1540 2.1572 -0.8247
H: -0.6541 2.1524 1.1240
H: 1.4533 0.9862 1.7109
H: 1.4816 0.0097 -1.6685
H: 2.0265 0.8465 0.0860
H: 1.3877 -2.2543 -1.4262
H: -1.5286 -1.7858 0.2621

Output
LUMO energy, eV: -0.3969
Energy relative to the best compared isomer or geometry (same formula, charge and spin), kJ/mol: 494.5
Multiplicity: 1
HOMO-LUMO gap, Ha: 0.3392
Charge: 0

***

Here is one molecule with the formula C8H9NOS from OMol25. Energies are from ωB97M-V/def2-TZVPD.

CARTESIAN COORDINATES (ANGSTROEM)
S: -4.0208 -0.2499 -0.3958
O: 3.3931 0.7645 0.0772
N: 1.2126 0.1524 -0.0944
C: -2.9127 -1.1783 0.5327
C: -0.5970 1.7484 0.1970
C: -1.7470 -0.5167 0.7344
C: 0.7057 1.4221 0.1119
C: -2.9127 1.0419 -0.5151
C: 2.9486 -1.5278 -0.4467
C: 2.5638 -0.1006 -0.1340
C: -1.7222 0.7856 0.1343
H: -3.2215 -2.1607 0.8633
H: 0.5596 -0.5896 -0.3557
H: -3.1680 1.9639 -1.0291
H: 3.7223 -1.5465 -1.2443
H: -0.8630 2.8020 0.3056
H: -0.9007 -0.9051 1.3564
H: 1.4682 2.2084 0.2184
H: 3.3865 -1.9644 0.4555
H: 2.1054 -2.1497 -0.7715

Output
LUMO energy, eV: 0.6771
Energy relative to the best compared isomer or geometry (same formula, charge and spin), kJ/mol: 50.5
Multiplicity: 1
HOMO-LUMO gap, Ha: 0.3266
Charge: 0

***

Here is C33H60F10Li2NO19S9 as an isolated structure from OMol25. Energies are from ωB97M-V/def2-TZVPD.

CARTESIAN COORDINATES (ANGSTROEM)
S: 0.2683 6.4010 -1.9971
S: 1.6055 2.4143 -5.2727
S: -0.2487 1.0746 0.7785
S: -0.3825 -1.9316 -3.8199
S: -0.5940 -4.3975 4.0459
S: 4.0309 -6.6419 -0.7813
S: -6.8793 4.3444 2.3482
S: 1.2961 -0.8461 0.4908
S: -3.1600 1.8213 -2.0991
F: 3.2662 3.6097 5.3675
F: 1.7195 -1.9361 4.1723
F: 0.6782 3.8992 6.7506
F: 1.3160 -2.2384 1.2764
F: 3.7629 -0.6811 5.5285
F: 2.7518 0.6568 4.0887
F: -1.8498 1.2725 0.7845
F: 0.3432 -0.4644 5.0041
F: 1.5676 2.8625 8.4601
F: 3.3326 4.7843 7.2880
O: -0.2525 -0.9794 -4.8851
O: -0.6743 -1.3703 -2.5095
O: 2.2405 -0.0687 1.2433
O: 2.5365 0.9164 6.2924
O: -0.8532 -3.4456 5.1048
O: 0.1138 1.5842 2.0769
O: -2.8318 0.5202 -1.5430
O: 1.2183 3.7463 -4.8966
O: 0.8881 1.6954 -6.2940
O: -3.1868 2.9678 -1.2105
O: 5.4165 -6.8460 -1.1300
O: 0.6261 5.7418 -3.2149
O: -1.1158 -4.0828 2.7161
O: 0.1142 1.6774 -0.4669
O: -7.1628 5.4817 1.5051
O: -7.0701 4.3537 3.7904
O: 1.7196 -1.1770 -0.8453
O: 3.1507 -7.6933 -0.2945
O: -0.7552 7.4261 -2.0177
N: -0.3812 -0.4775 0.6008
C: -2.2449 2.1309 -3.6916
C: 1.2045 -4.8743 3.9164
C: 0.7547 5.3966 0.3892
C: 1.7420 6.9825 -1.0819
C: -0.1455 5.1122 -0.7960
C: 1.7048 3.0761 7.1384
C: 1.1338 -2.9357 -3.8062
C: -4.6355 1.4538 -4.3181
C: -5.4338 2.4926 1.1090
C: -4.8206 1.7474 -2.8402
C: 3.9193 -3.9918 -0.4139
C: 1.5899 -1.0750 5.1963
C: 2.1272 5.8170 -0.1401
C: 3.0816 3.5659 6.7139
C: 3.2137 -5.6820 -2.0658
C: 1.7066 1.3846 -3.7760
C: 3.9545 -5.2568 0.4692
C: 3.7754 -4.2708 -1.8987
C: -6.8396 1.8367 1.3364
C: -1.2460 -6.0087 4.5498
C: -3.1315 1.5564 -4.8159
C: 1.2313 -6.3915 4.0917
C: 0.8179 -4.2232 -4.5888
C: -5.2297 3.6894 2.0410
C: -0.6147 -4.5724 -4.2512
C: 4.0103 2.1852 -4.1177
C: -7.8094 2.9612 1.5539
C: 2.6237 0.0441 5.2559
C: 0.0201 -6.8219 4.9569
C: 1.3863 1.7365 6.3929
C: 3.4119 2.3666 -5.5347
C: -1.5009 -3.3250 -4.3111
C: 3.1235 1.2704 -3.2607
Li: -1.8134 -1.0077 -0.6734
Li: -1.4330 -1.7938 1.6441
H: -5.3799 1.0287 -2.2497
H: 0.7074 4.5342 1.0548
H: 1.4139 7.7714 -0.4002
H: -5.3189 1.9528 -4.9945
H: 0.7934 -4.1588 -5.6802
H: 5.0899 2.0725 -4.0652
H: 2.1748 -5.5121 -1.7653
H: 3.4371 -3.4655 -2.5472
H: -8.1128 3.2795 0.5532
H: -5.1445 2.7846 -2.7625
H: 4.7878 -3.3444 -0.2888
H: 1.5703 -4.9373 -4.2631
H: 0.2810 6.2473 0.8843
H: 0.6149 1.1467 6.8906
H: -1.0064 -5.3790 -4.8681
H: -1.2196 4.9474 -0.7099
H: 3.0691 -5.5031 1.0518
H: 2.0702 -2.4052 -3.9423
H: -0.6204 -4.9625 -3.2252
H: 3.2676 -6.1130 -3.0618
H: 3.8613 3.1880 -3.6918
H: -2.3508 -3.0927 -3.6771
H: 4.8059 -5.5118 1.0988
H: 1.4252 0.3806 -4.0958
H: 1.1321 -3.3315 -2.7828
H: 3.7188 3.2122 -6.1454
H: -1.6123 -6.5481 3.6767
H: -0.2494 -7.8686 4.8475
H: -4.5905 4.5235 1.7716
H: 3.5775 0.2740 -3.3110
H: 2.8575 5.9586 0.6585
H: 1.4271 -4.3717 2.9810
H: 0.2010 -6.6159 6.0132
H: -6.7855 1.2960 2.2894
H: 3.1517 1.4548 -2.1852
H: -4.7705 0.3710 -4.3962
H: -2.1859 3.2165 -3.7582
H: 1.1815 -6.9691 3.1652
H: -6.9992 1.0893 0.5628
H: -4.7451 1.6425 1.1029
H: 1.5102 -4.3979 4.8463
H: 3.9058 2.9231 7.0502
H: 3.6578 1.4903 -6.1415
H: 2.4672 7.4383 -1.7509
H: 2.7440 5.1650 -0.7722
H: 0.1130 4.2258 -1.3875
H: -4.9015 3.1737 2.9442
H: -3.1723 2.2221 -5.6734
H: -2.7469 0.5889 -5.1237
H: -1.5967 -2.9936 -5.3470
H: -5.2756 2.7869 0.0667
H: -1.2452 1.7099 -3.6173
H: 2.2058 -6.6925 4.4747
H: 3.1414 -3.3432 -0.0002
H: 0.9578 2.0912 5.4506
H: 1.4790 -1.5068 6.1955
H: 0.9465 1.5449 -3.0108
H: -8.7328 2.8228 2.1125
H: -2.0267 -5.8653 5.2889
H: 4.8445 -4.2143 -2.1483

Output
LUMO energy, eV: -4.6736
Multiplicity: 1
HOMO-LUMO gap, Ha: 0.2454
Charge: +1

***

Here is a 2-piece molecular cluster, C2H8O2Si overall from OMol25. Energies are from ωB97M-V/def2-TZVPD.

CARTESIAN COORDINATES (ANGSTROEM)
Si: -4.6167 0.0872 -0.1332
O: -5.9313 -0.2137 0.4109
O: -0.2451 0.8132 -0.2981
C: 0.4710 -0.1910 0.3154
C: 1.9698 0.2480 0.3382
H: 0.1821 -0.3792 1.3255
H: -3.5410 -0.6735 -0.7469
H: 0.4445 -1.0577 -0.3104
H: -0.1826 0.6821 -1.2580
H: 2.4303 0.2582 -0.6693
H: 2.0946 1.1952 0.8818
H: 2.6857 -0.4747 0.9736
H: -4.0581 1.5217 -0.3215

Output
LUMO energy, eV: -0.1689
Energy relative to the best compared isomer or geometry (same formula, charge and spin), kJ/mol: 480.3
Multiplicity: 1
HOMO-LUMO gap, Ha: 0.3782
Charge: 0

***

Here is a 7-piece molecular cluster, C10H37BO11 overall from OMol25. Energies are from ωB97M-V/def2-TZVPD.

CARTESIAN COORDINATES (ANGSTROEM)
O: 0.4065 3.6661 2.9306
O: 0.8296 2.7780 0.0781
O: -3.7619 -1.6722 0.6055
O: 2.0966 -1.7030 -2.5428
O: 6.1833 2.1214 -1.6548
O: -4.7302 -0.2426 -3.5430
O: -4.8520 -2.0414 3.2161
O: 4.5022 -0.1567 -1.6969
O: -0.4713 -2.2930 4.5806
O: 1.3216 -1.3051 1.6076
O: -2.5291 -0.4691 -1.7177
C: 0.8103 2.3665 2.4586
C: -3.6790 -0.6584 1.6198
C: 5.0246 2.1418 -2.4889
C: -3.6121 -1.3680 2.9527
C: 0.1096 -1.6227 2.2506
C: -3.3771 -0.2246 -3.9538
C: -2.5009 -1.0293 -3.0235
C: 3.9958 1.1393 -1.9784
C: 0.2253 -1.3867 3.7545
C: 1.6309 2.4422 1.2050
B: 0.4278 -0.0015 -1.0559
H: 1.3722 1.9406 3.2944
H: 3.6235 1.5342 -1.0261
H: -2.8092 -2.1065 2.9643
H: 1.5943 -0.1234 -0.7870
H: 3.1507 1.1155 -2.6740
H: 1.3103 -1.2011 -2.0401
H: -3.4651 -1.2047 -0.1878
H: 1.8854 -1.9420 -3.4578
H: 5.3512 1.8065 -3.4751
H: 0.1130 -1.0696 -1.5654
H: -0.4795 3.8076 2.5880
H: -0.0948 1.7656 2.3246
H: 4.3932 -0.3395 -0.7615
H: -5.3164 -2.1277 2.3776
H: -1.4860 -1.0997 -3.4280
H: -0.1018 -3.1561 4.3704
H: -0.2373 0.2319 -0.0906
H: -3.3402 -0.6619 -4.9535
H: 2.0789 1.4609 1.0061
H: 1.1213 -0.7882 0.8131
H: -2.9895 0.7985 -4.0356
H: 4.5405 3.1154 -2.4480
H: 2.4021 3.2038 1.3037
H: -3.4965 -0.6535 3.7699
H: -2.7797 -0.0490 1.4798
H: 6.2506 2.9569 -1.1870
H: -4.7441 -0.0794 -2.5946
H: 1.3106 -1.4750 3.9187
H: 2.3701 -2.5157 -2.0899
H: -0.0486 -0.3595 3.9841
H: -1.6042 -0.4276 -1.4289
H: -4.5638 -0.0150 1.5914
H: -2.8943 -2.0537 -3.0049
H: 0.2600 2.0256 -0.1264
H: -0.7052 -1.0094 1.8367
H: 0.2483 0.8442 -1.8813
H: -0.2703 -2.6300 2.0168

Output
LUMO energy, eV: -1.2557
Energy relative to the best compared isomer or geometry (same formula, charge and spin), kJ/mol: 123.1
Multiplicity: 1
HOMO-LUMO gap, Ha: 0.3142
Charge: 0

***

Here is C15H21GeO3S6SbSe5Ti as an isolated structure from OMol25. Energies are from ωB97M-V/def2-TZVPD.

CARTESIAN COORDINATES (ANGSTROEM)
Sb: 0.4887 -4.4645 -0.7687
Se: 0.6416 -5.0768 -3.0728
Se: 2.0708 -5.3312 0.7868
Se: 1.4495 -1.6969 -0.7819
Se: -1.7107 -4.0914 0.0811
Se: -0.0671 0.3599 -3.2153
Ge: -2.8973 1.3902 -1.5745
Ti: 1.3206 0.6181 -0.9423
S: 2.9353 5.1102 -1.2249
S: 5.6900 6.2340 -1.0659
S: 3.4631 0.8781 -1.8911
S: 0.7085 1.1252 1.6940
S: 5.1608 3.3369 -1.4983
S: 0.8658 2.9799 -1.6436
O: 2.0176 1.2768 0.9727
O: 0.3447 2.2258 2.5336
O: -0.2372 0.7997 0.5837
C: 4.6490 4.9597 -1.2572
C: -0.8572 -1.4131 -3.3042
C: 1.7013 -0.3567 3.7427
C: -2.7624 -0.2155 -0.4921
C: 2.5287 3.4351 -1.5339
C: 3.5807 2.5979 -1.6633
C: -2.5815 3.0450 -0.5843
C: 1.9161 -1.5606 4.3925
C: -4.7041 1.4758 -2.3428
C: -1.6868 1.4428 -3.1452
C: 0.3687 -2.6624 2.9236
C: 1.5902 -4.0577 4.6048
C: 0.1420 -1.4665 2.2652
C: 1.2742 -2.7287 3.9747
C: 0.8284 -0.3294 2.6632
H: -2.2316 1.2232 -4.0655
H: 2.3489 -4.5773 4.0142
H: -0.0319 -2.1107 -3.4246
H: 2.6173 -1.6024 5.2185
H: -1.5181 -1.4630 -4.1683
H: -3.2443 -1.0706 -0.9648
H: -1.5322 3.1169 -0.3091
H: 0.7100 -4.6996 4.6266
H: -1.7218 -0.4694 -0.3056
H: -5.4518 1.5098 -1.5490
H: 2.2248 0.5425 4.0406
H: -3.2544 -0.0469 0.4672
H: -0.1370 -3.5544 2.5702
H: 1.9657 -3.9397 5.6214
H: -4.8993 0.5959 -2.9578
H: -4.8183 2.3668 -2.9632
H: -1.3858 -1.6554 -2.3888
H: -3.1717 3.0602 0.3339
H: -1.3120 2.4640 -3.2419
H: -0.5330 -1.4412 1.4190
H: -2.8558 3.9114 -1.1897

Output
LUMO energy, eV: 3.8286
Multiplicity: 1
HOMO-LUMO gap, Ha: 0.2338
Charge: -2

***

| no. | strongest force on any atom (eV/Å) |
| --- | --- |
| 1 | 0.7 |
| 2 | 3.6 |
| 3 | 10.6 |
| 4 | 1.4 |
| 5 | 6.5 |
| 6 | 5.7 |
| 7 | 1.7 |
| 8 | 1.5 |